1.
ORCA calculation (the ωB97M-V functional and the def2-TZVPD basis) on a structure of composition C14H40CuN7O3P2.

For the gap between HOMO and LUMO (spin up / spin down), the calculation gives 3.499 / 3.491 eV.

Structure (ORCA input):
```
! wB97M-V def2-TZVPD RIJCOSX def2/J DEFGRID3
* xyz 2 1
Cu -0.07 -0.05 0.99
N 3.09 0.78 1.41
C 2.77 2.15 1.96
C 2.02 2.08 3.29
C 0.50 1.97 3.24
N 0.05 0.58 2.98
C -0.10 2.95 2.22
C 0.55 2.96 0.84
N 0.11 1.80 0.02
C 2.07 3.04 0.93
H 3.68 0.27 2.06
H 3.62 0.86 0.54
H 2.29 0.15 1.20
H 3.75 2.58 2.15
H 2.25 3.01 3.81
H 2.44 1.29 3.92
H 0.14 2.27 4.22
H -0.94 0.52 3.24
H 0.52 -0.05 3.61
H 0.01 3.95 2.64
H -1.17 2.78 2.13
H 0.23 3.88 0.34
H 0.60 1.81 -0.87
H -0.87 1.95 -0.23
H 2.32 4.07 1.22
H 2.53 2.91 -0.06
C 2.61 -4.76 1.43
N 2.59 -3.91 0.24
C 3.88 -3.83 -0.45
P 1.49 -2.74 0.00
O 1.74 -1.39 0.62
O 0.19 -3.41 0.67
P -1.33 -2.83 0.63
O -1.29 -1.42 0.14
N -2.24 -3.73 -0.36
C -2.80 -3.24 -1.62
C -2.47 -5.15 -0.09
N -1.80 -3.12 2.16
C -0.93 -3.46 3.28
C -3.23 -3.18 2.46
N 1.30 -2.60 -1.61
C 1.01 -3.78 -2.43
C 1.00 -1.32 -2.26
H 3.27 -4.35 2.20
H 2.99 -5.74 1.15
H 1.61 -4.89 1.83
H 4.65 -3.45 0.22
H 3.81 -3.18 -1.32
H 4.17 -4.83 -0.78
H -2.58 -2.19 -1.74
H -3.88 -3.38 -1.62
H -2.38 -3.80 -2.46
H -2.05 -5.43 0.87
H -2.00 -5.77 -0.86
H -3.54 -5.36 -0.09
H 0.11 -3.26 3.05
H -1.04 -4.52 3.55
H -1.22 -2.87 4.15
H -3.82 -2.84 1.61
H -3.46 -2.54 3.31
H -3.53 -4.20 2.70
H 1.27 -4.68 -1.88
H 1.61 -3.74 -3.34
H -0.04 -3.81 -2.70
H 1.35 -0.50 -1.63
H -0.07 -1.20 -2.43
H 1.52 -1.28 -3.21
*
```

Just the Löwdin charges please, in e? Sure, here they are: atom 1 (Cu): 0.26, atom 2 (N): 0.22, atom 3 (C): -0.26, atom 4 (C): -0.08, atom 5 (C): -0.33, atom 6 (N): 0.04, atom 7 (C): -0.09, atom 8 (C): -0.33, atom 9 (N): 0.05, atom 10 (C): -0.08, atom 11 (H): 0.17, atom 12 (H): 0.17, atom 13 (H): 0.07, atom 14 (H): 0.16, atom 15 (H): 0.14, atom 16 (H): 0.13, atom 17 (H): 0.15, atom 18 (H): 0.11, atom 19 (H): 0.10, atom 20 (H): 0.14, atom 21 (H): 0.13, atom 22 (H): 0.15, atom 23 (H): 0.10, atom 24 (H): 0.11, atom 25 (H): 0.14, atom 26 (H): 0.13, atom 27 (C): -0.06, atom 28 (N): -0.30, atom 29 (C): -0.08, atom 30 (P): 0.50, atom 31 (O): -0.32, atom 32 (O): -0.26, atom 33 (P): 0.49, atom 34 (O): -0.30, atom 35 (N): -0.29, atom 36 (C): -0.07, atom 37 (C): -0.07, atom 38 (N): -0.29, atom 39 (C): -0.08, atom 40 (C): -0.07, atom 41 (N): -0.29, atom 42 (C): -0.06, atom 43 (C): -0.07, atom 44 (H): 0.09, atom 45 (H): 0.10, atom 46 (H): 0.07, atom 47 (H): 0.09, atom 48 (H): 0.08, atom 49 (H): 0.10, atom 50 (H): 0.07, atom 51 (H): 0.10, atom 52 (H): 0.08, atom 53 (H): 0.08, atom 54 (H): 0.09, atom 55 (H): 0.10, atom 56 (H): 0.07, atom 57 (H): 0.10, atom 58 (H): 0.09, atom 59 (H): 0.09, atom 60 (H): 0.09, atom 61 (H): 0.10, atom 62 (H): 0.09, atom 63 (H): 0.10, atom 64 (H): 0.08, atom 65 (H): 0.06, atom 66 (H): 0.09, atom 67 (H): 0.10



2.
ORCA calculation (the ωB97M-V functional and the def2-TZVPD basis) on a cluster of 6 separate species, C14H40O14S4 in total.

For the gap between HOMO and LUMO, the calculation gives 10.261 eV. Its SMILES is CCOS(C)(=O)=O.CCOS(C)(=O)=O.CCOS(C)(=O)=O.CCOS(C)(=O)=O.CO.CO.

Structure (ORCA input):
```
! wB97M-V def2-TZVPD RIJCOSX def2/J DEFGRID3
* xyz 0 1
C 2.72 2.91 0.97
C 1.66 3.96 0.63
O 0.96 4.24 1.87
S -0.47 3.78 2.31
C -0.95 5.24 3.11
O -1.14 3.68 1.05
O -0.50 2.67 3.16
H 2.33 2.05 1.50
H 3.43 3.35 1.63
H 3.24 2.62 0.02
H 2.14 4.90 0.30
H 0.94 3.68 -0.16
H -0.43 6.02 2.52
H -0.62 5.33 4.12
H -2.02 5.26 2.93
C 1.71 -4.47 1.46
C 1.39 -3.09 1.81
O 1.20 -3.25 3.23
S 0.98 -1.96 4.08
C -0.76 -1.63 4.13
O 1.37 -2.32 5.39
O 1.59 -0.83 3.41
H 2.67 -4.77 1.89
H 1.82 -4.50 0.38
H 0.99 -5.19 1.80
H 2.18 -2.37 1.62
H 0.46 -2.68 1.33
H -1.16 -1.16 3.22
H -0.98 -0.96 4.94
H -1.33 -2.55 4.32
C -3.27 -0.71 -1.32
C -2.56 0.63 -1.54
O -2.31 0.80 -2.93
S -1.17 1.66 -3.51
C -1.81 3.29 -3.68
O -0.18 1.78 -2.47
O -0.77 1.14 -4.76
H -4.24 -0.76 -1.75
H -3.34 -0.69 -0.25
H -2.65 -1.48 -1.66
H -3.13 1.51 -1.19
H -1.62 0.54 -1.00
H -2.30 3.53 -2.72
H -2.64 3.27 -4.38
H -1.05 4.03 -3.94
C 2.70 -4.84 -4.33
C 1.84 -3.64 -3.98
O 2.59 -2.92 -2.99
S 1.92 -1.88 -2.06
C 2.28 -0.35 -2.78
O 0.48 -2.07 -2.18
O 2.60 -1.96 -0.80
H 2.87 -5.43 -3.44
H 3.62 -4.55 -4.82
H 2.15 -5.44 -5.08
H 1.65 -3.04 -4.85
H 0.88 -3.96 -3.62
H 3.37 -0.28 -2.83
H 1.83 0.44 -2.18
H 1.88 -0.43 -3.76
C -3.78 0.45 2.21
O -5.13 0.90 2.41
H -3.37 0.80 1.29
H -3.18 0.92 2.97
H -3.69 -0.61 2.37
H -5.44 0.44 3.21
C 0.36 0.44 0.73
O -0.42 -0.70 0.49
H 1.39 0.23 0.88
H 0.31 1.17 -0.07
H -0.06 0.94 1.60
H -0.02 -1.14 -0.28
*
```

Just the Löwdin charges please, in e? Sure, here they are: atom 1 (C): -0.05, atom 2 (C): -0.20, atom 3 (O): -0.29, atom 4 (S): 0.52, atom 5 (C): -0.11, atom 6 (O): -0.29, atom 7 (O): -0.25, atom 8 (H): 0.06, atom 9 (H): 0.06, atom 10 (H): 0.10, atom 11 (H): 0.12, atom 12 (H): 0.11, atom 13 (H): 0.08, atom 14 (H): 0.07, atom 15 (H): 0.08, atom 16 (C): -0.08, atom 17 (C): -0.27, atom 18 (O): -0.25, atom 19 (S): 0.56, atom 20 (C): -0.12, atom 21 (O): -0.26, atom 22 (O): -0.29, atom 23 (H): 0.10, atom 24 (H): 0.08, atom 25 (H): 0.08, atom 26 (H): 0.11, atom 27 (H): 0.12, atom 28 (H): 0.06, atom 29 (H): 0.06, atom 30 (H): 0.08, atom 31 (C): -0.02, atom 32 (C): -0.23, atom 33 (O): -0.23, atom 34 (S): 0.53, atom 35 (C): -0.12, atom 36 (O): -0.31, atom 37 (O): -0.25, atom 38 (H): 0.08, atom 39 (H): 0.05, atom 40 (H): 0.07, atom 41 (H): 0.14, atom 42 (H): 0.08, atom 43 (H): 0.07, atom 44 (H): 0.07, atom 45 (H): 0.09, atom 46 (C): -0.06, atom 47 (C): -0.25, atom 48 (O): -0.24, atom 49 (S): 0.57, atom 50 (C): -0.10, atom 51 (O): -0.29, atom 52 (O): -0.25, atom 53 (H): 0.08, atom 54 (H): 0.07, atom 55 (H): 0.09, atom 56 (H): 0.12, atom 57 (H): 0.11, atom 58 (H): 0.09, atom 59 (H): 0.06, atom 60 (H): 0.06, atom 61 (C): -0.15, atom 62 (O): -0.12, atom 63 (H): 0.06, atom 64 (H): 0.07, atom 65 (H): 0.08, atom 66 (H): 0.08, atom 67 (C): -0.17, atom 68 (O): -0.13, atom 69 (H): 0.06, atom 70 (H): 0.06, atom 71 (H): 0.06, atom 72 (H): 0.04



3.
ORCA calculation (the ωB97M-V functional and the def2-TZVPD basis) on a structure of composition C14H42AlO22S2Y.

As for the expectation value of S²: 0.761. For the gap between HOMO and LUMO (spin up / spin down), the calculation gives 7.570 / 2.678 eV.

Structure (ORCA input):
```
! wB97M-V def2-TZVPD RIJCOSX def2/J DEFGRID3
* xyz 1 2
Y 2.03 -3.45 -0.77
Al 1.78 -0.15 4.37
S 2.08 -3.71 2.17
O 1.00 -3.84 1.21
O 1.91 -2.58 3.08
O 2.27 -4.95 2.84
O 3.11 -3.57 1.17
S 0.52 -0.31 0.26
O 0.76 -0.12 1.68
O 1.32 -1.44 -0.23
O -0.86 -0.58 -0.09
O 0.93 0.93 -0.42
C 0.45 -4.50 -3.42
C -0.43 -3.31 -2.81
O -0.28 -3.37 -1.40
O 1.78 -4.49 -2.94
H 0.40 -4.23 -4.47
H -0.01 -5.48 -3.36
H -1.47 -3.55 -3.01
H -0.24 -2.34 -3.29
H -1.12 -3.14 -1.00
H 2.28 -5.07 -3.51
C -0.50 1.22 -3.44
C -1.90 0.67 -2.90
O -2.21 0.95 -1.49
O 0.61 0.56 -2.88
H -0.41 2.28 -3.19
H -0.46 0.97 -4.50
H -1.85 -0.41 -2.98
H -2.76 0.98 -3.49
H -1.55 0.44 -1.02
H 0.69 0.84 -1.96
C -3.91 2.24 2.97
C -3.41 1.26 1.90
O -1.98 1.18 1.82
O -3.69 3.60 2.48
H -3.37 2.11 3.91
H -4.95 2.07 3.25
H -3.63 1.53 0.86
H -3.84 0.27 2.04
H -1.78 0.72 1.00
H -2.75 3.74 2.39
C -0.41 3.31 4.10
C -0.24 4.64 3.35
O -1.02 4.59 2.15
O 0.00 2.12 3.40
H -1.37 3.07 4.57
H 0.34 3.25 4.88
H 0.81 4.81 3.12
H -0.59 5.47 3.97
H -0.49 4.11 1.51
H -0.72 1.85 2.83
C 1.14 4.22 -0.46
C 2.63 4.01 -0.68
O 2.84 2.66 -1.14
O 0.69 3.34 0.52
H 0.57 4.20 -1.39
H 0.88 5.19 -0.04
H 3.15 4.14 0.27
H 3.04 4.78 -1.33
H 2.06 2.18 -0.87
H 0.71 2.45 0.17
C 3.55 -1.15 -2.88
C 4.04 -0.81 -1.48
O 4.32 -2.06 -0.88
O 2.29 -1.72 -2.78
H 4.22 -1.74 -3.50
H 3.43 -0.13 -3.24
H 3.34 -0.18 -0.95
H 5.01 -0.31 -1.44
H 4.95 -1.94 -0.16
H 1.63 -1.15 -3.18
C -2.32 -2.83 1.73
C -3.44 -2.68 0.64
O -2.71 -2.18 -0.55
O -1.51 -4.00 1.58
H -2.75 -2.99 2.71
H -1.67 -1.98 1.94
H -4.13 -1.88 0.89
H -4.09 -3.52 0.40
H -2.17 -1.43 -0.29
H -0.60 -3.72 1.67
*
```

Just the Löwdin charges please, in e? Sure, here they are: atom 1 (Y): 1.81, atom 2 (Al): 1.11, atom 3 (S): 0.30, atom 4 (O): -0.36, atom 5 (O): -0.27, atom 6 (O): -0.01, atom 7 (O): -0.36, atom 8 (S): 0.37, atom 9 (O): -0.36, atom 10 (O): -0.40, atom 11 (O): -0.32, atom 12 (O): -0.32, atom 13 (C): -0.17, atom 14 (C): -0.15, atom 15 (O): -0.14, atom 16 (O): -0.14, atom 17 (H): 0.13, atom 18 (H): 0.13, atom 19 (H): 0.14, atom 20 (H): 0.11, atom 21 (H): 0.07, atom 22 (H): 0.13, atom 23 (C): -0.18, atom 24 (C): -0.16, atom 25 (O): -0.09, atom 26 (O): -0.10, atom 27 (H): 0.12, atom 28 (H): 0.12, atom 29 (H): 0.09, atom 30 (H): 0.12, atom 31 (H): -0.04, atom 32 (H): 0.00, atom 33 (C): -0.18, atom 34 (C): -0.18, atom 35 (O): -0.10, atom 36 (O): -0.07, atom 37 (H): 0.10, atom 38 (H): 0.12, atom 39 (H): 0.13, atom 40 (H): 0.10, atom 41 (H): 0.04, atom 42 (H): 0.02, atom 43 (C): -0.20, atom 44 (C): -0.18, atom 45 (O): -0.08, atom 46 (O): -0.19, atom 47 (H): 0.11, atom 48 (H): 0.11, atom 49 (H): 0.12, atom 50 (H): 0.12, atom 51 (H): 0.03, atom 52 (H): 0.01, atom 53 (C): -0.23, atom 54 (C): -0.20, atom 55 (O): -0.07, atom 56 (O): -0.08, atom 57 (H): 0.13, atom 58 (H): 0.13, atom 59 (H): 0.11, atom 60 (H): 0.12, atom 61 (H): 0.00, atom 62 (H): 0.03, atom 63 (C): -0.21, atom 64 (C): -0.19, atom 65 (O): -0.11, atom 66 (O): -0.12, atom 67 (H): 0.14, atom 68 (H): 0.14, atom 69 (H): 0.11, atom 70 (H): 0.14, atom 71 (H): 0.11, atom 72 (H): 0.08, atom 73 (C): -0.21, atom 74 (C): -0.11, atom 75 (O): -0.12, atom 76 (O): -0.07, atom 77 (H): 0.11, atom 78 (H): 0.11, atom 79 (H): 0.10, atom 80 (H): 0.12, atom 81 (H): 0.00, atom 82 (H): 0.00